{
  "formula": "C3H8N3",
  "method": "the ωB97M-V functional and the def2-TZVPD basis",
  "charge": 1,
  "energy_ha": -282.9486,
  "gap_ev": [9.49, 7.95],
  "relative_energy_ev": 5.8543,
  "e_homo_ev": [-14.034, -12.769],
  "symbols": ["C", "C", "C", "N", "N", "N", "H", "H", "H", "H", "H", "H", "H", "H"],
  "positions_angstrom": [[1.6122, 0.9705, -0.3835], [1.1932, -0.4287, 0.0936], [-1.2741, 0.1828, -0.4419], [1.0102, 2.0452, -0.4986], [-2.0665, 0.0397, 0.6265], [-0.0957, -0.8474, -0.4380], [2.6518, 1.0596, -0.6148], [2.0359, -1.0797, 0.0454], [0.9926, -0.3982, 1.1979], [-0.6595, 1.1846, -0.4415], [-2.8199, 0.7227, 0.8064], [-2.1250, -0.6846, 1.3620], [-0.1208, -1.1213, -1.4506], [-0.3343, -1.6452, 0.1370]]
}

***

{
  "formula": "C4H5NO",
  "method": "the ωB97M-V functional and the def2-TZVPD basis",
  "energy_ha": -285.2846,
  "gap_ev": 8.59,
  "relative_energy_ev": 3.5371,
  "e_homo_ev": -8.264,
  "symbols": ["C", "C", "O", "C", "N", "C", "H", "H", "H", "H", "H"],
  "positions_angstrom": [[-0.3168, -1.4329, -0.2191], [0.1296, -0.2581, -0.8285], [-1.0070, 1.1668, -0.5794], [-0.5878, 1.4996, 0.5665], [0.3985, 0.8661, 1.2212], [0.9635, 0.0604, 0.2968], [-0.7037, -1.4397, 0.7908], [-0.3513, -2.3611, -0.7830], [0.4708, -0.2732, -1.8596], [-1.0039, 2.3992, 1.0271], [2.0080, -0.2273, 0.3672]]
}

***

{
  "formula": "C5H11N3",
  "method": "the ωB97M-V functional and the def2-TZVPD basis",
  "energy_ha": -361.2910,
  "gap_ev": [8.52, 8.52],
  "relative_energy_ev": 2.6768,
  "e_homo_ev": [-7.585, -7.584],
  "symbols": ["C", "C", "C", "C", "N", "C", "N", "N", "H", "H", "H", "H", "H", "H", "H", "H", "H", "H", "H"],
  "positions_angstrom": [[0.2419, -0.3205, 1.0835], [-0.5507, -1.0734, 2.1045], [-0.3085, 2.6273, -1.0041], [0.2488, 1.3223, -0.5235], [1.2236, 0.7013, -1.1712], [-0.2447, -2.3693, -0.7521], [-0.3494, 0.7308, 0.5048], [0.7857, -1.7437, -0.4133], [1.3165, -0.2437, 1.2709], [1.2248, -0.4170, -0.9880], [1.4916, 1.0559, -2.0782], [-0.5370, -0.5233, 3.0499], [-1.5858, -1.1795, 1.7813], [-0.1161, -2.0573, 2.2763], [-1.3193, 2.4787, -1.3856], [-0.3678, 3.3279, -0.1706], [0.3073, 3.0702, -1.7864], [-0.1788, -3.3777, -1.1852], [-1.2821, -2.0089, -0.6133]]
}

***

{
  "formula": "H24HeO12",
  "method": "the ωB97M-V functional and the def2-TZVPD basis",
  "energy_ha": -920.1803,
  "gap_ev": 11.10,
  "relative_energy_ev": 0.7806,
  "e_homo_ev": -11.151,
  "symbols": ["He", "O", "H", "H", "O", "H", "H", "O", "H", "H", "O", "H", "H", "O", "H", "H", "O", "H", "H", "O", "H", "H", "O", "H", "H", "O", "H", "H", "O", "H", "H", "O", "H", "H", "O", "H", "H"],
  "positions_angstrom": [[14.4412, 12.3431, -8.9854], [17.7804, 11.8169, -9.8344], [17.6948, 12.1746, -10.7181], [17.1718, 12.3337, -9.3063], [12.7066, 13.8894, -7.4619], [12.1819, 14.3449, -6.8035], [12.4376, 12.9735, -7.3915], [15.4941, 9.5810, -6.3270], [16.0056, 9.6004, -5.5182], [14.6028, 9.3787, -6.0424], [16.6657, 15.8414, -9.4961], [16.4033, 15.4890, -10.3465], [16.9854, 16.7226, -9.6899], [10.4524, 11.5393, -9.8000], [10.8114, 12.2936, -10.2675], [9.6983, 11.8881, -9.3248], [15.7212, 12.6077, -12.4599], [14.8938, 12.4278, -12.0135], [15.8866, 13.5358, -12.2938], [11.8954, 15.9075, -9.1850], [11.0416, 16.1133, -8.8044], [12.1904, 15.1320, -8.7076], [16.4088, 9.4547, -9.1184], [16.1571, 9.6647, -8.2191], [16.9560, 10.1907, -9.3926], [13.6946, 9.6902, -9.6758], [13.3275, 8.8064, -9.6591], [14.6249, 9.5673, -9.4872], [13.1813, 11.2458, -11.9102], [12.6849, 12.0597, -11.8248], [12.9624, 10.7475, -11.1228], [16.0178, 12.4065, -6.4655], [15.2646, 12.9894, -6.3696], [15.6637, 11.5301, -6.3142], [12.2777, 11.1158, -7.7224], [11.5706, 11.3469, -8.3247], [12.8167, 10.4946, -8.2122]]
}

***

{
  "formula": "C2H7N4",
  "method": "the ωB97M-V functional and the def2-TZVPD basis",
  "charge": 1,
  "energy_ha": -299.1055,
  "gap_ev": 10.02,
  "relative_energy_ev": 3.1726,
  "e_homo_ev": -14.377,
  "smiles": "C/N=N/C(N)=[NH2+]",
  "symbols": ["C", "C", "N", "N", "N", "N", "H", "H", "H", "H", "H", "H", "H"],
  "positions_angstrom": [[0.8728, -0.2849, 1.0755], [-1.6103, 0.3243, -1.6179], [-0.6884, -0.3830, 0.3200], [-0.5539, 0.0314, -0.8148], [1.6714, 0.4921, 0.4215], [0.8203, -1.0503, 2.1327], [-1.6940, -0.5754, -2.3197], [-1.2815, 1.2610, -2.1550], [-2.5687, 0.4096, -1.0866], [1.1317, 0.7617, -0.4326], [2.5202, 1.1142, 0.7823], [-0.1145, -1.4711, 2.3897], [1.4266, -0.9559, 2.9315]]
}

***

{
  "formula": "C29H49B2N2O9",
  "method": "the ωB97M-V functional and the def2-TZVPD basis",
  "charge": -1,
  "energy_ha": -1970.7970,
  "gap_ev": 6.89,
  "e_homo_ev": -4.439,
  "symbols": ["C", "C", "O", "C", "C", "O", "C", "B", "O", "C", "B", "O", "O", "C", "C", "C", "C", "C", "C", "C", "N", "C", "C", "C", "C", "C", "O", "C", "C", "C", "C", "C", "C", "C", "C", "C", "C", "O", "H", "H", "H", "H", "H", "H", "H", "H", "H", "H", "H", "H", "H", "H", "H", "H", "H", "H", "H", "H", "H", "H", "H", "H", "H", "H", "H", "H", "H", "H", "H", "H", "H", "H", "H", "H", "H", "H", "H", "H", "H", "H", "H", "H", "H", "H", "C", "N", "O", "O", "H", "H", "H"],
  "positions_angstrom": [[3.1473, 2.3211, 2.3808], [2.5179, 2.8356, 1.0584], [1.1840, 3.2391, 1.3050], [0.7843, 4.3290, 0.4896], [0.5566, 3.9598, -0.9892], [0.2590, 2.6029, -1.1559], [0.4284, 2.2406, -2.5622], [-0.1353, 0.7764, -2.9399], [-1.5612, 0.4884, -2.7802], [-1.7954, -0.8405, -2.2910], [-2.2316, -1.6384, -3.6303], [-2.7984, -0.9155, -4.6694], [-2.1251, -3.0110, -3.8400], [-2.6477, -3.8092, -2.7912], [-1.8230, -5.1179, -2.7022], [-0.3931, -1.1417, -1.6055], [0.1829, -2.5594, -1.6359], [1.7249, -2.5728, -1.5832], [2.2957, -2.0308, -0.2632], [3.7070, -2.6058, 0.0424], [4.7461, -1.5636, 0.1194], [5.7386, -1.7237, 1.0236], [6.5929, -0.6533, 0.8761], [6.0454, 0.1444, -0.1437], [4.8839, -0.4245, -0.5986], [-0.5559, -0.4934, -0.1720], [-0.5031, -1.4567, 0.9075], [-1.4104, -1.2292, 1.9020], [-2.2966, -2.2554, 2.1729], [-3.2205, -2.1592, 3.1638], [-4.1625, -3.3027, 3.4886], [-3.2993, -1.0108, 3.9304], [-2.4274, 0.0045, 3.6612], [-1.4820, -0.0823, 2.6654], [-0.5180, 1.0849, 2.4665], [-1.2654, 2.4247, 2.2396], [0.3006, 1.2296, 3.8178], [0.5623, -0.3285, -2.2280], [2.4118, 2.4826, 3.1704], [4.0632, 2.8686, 2.6159], [3.4075, 1.2678, 2.2529], [3.1470, 3.6539, 0.6798], [2.5321, 2.0389, 0.3035], [1.5891, 5.0841, 0.5291], [-0.0789, 4.8075, 0.9625], [-0.2742, 4.5565, -1.3937], [1.4658, 4.2557, -1.5404], [1.5197, 2.2144, -2.7453], [0.0368, 3.0558, -3.1940], [0.2406, 0.6417, -4.1229], [-2.6455, -0.8080, -1.5903], [-3.4781, -0.3681, -4.2582], [-3.6796, -4.1063, -3.0114], [-2.5849, -3.3357, -1.8044], [-1.1493, -5.0979, -1.8399], [-2.4629, -5.9953, -2.5584], [-1.1991, -5.2644, -3.5856], [-0.1383, -3.1595, -0.7716], [-0.0975, -3.1359, -2.5200], [1.9976, -3.6424, -1.6319], [2.1587, -2.1173, -2.4748], [2.3258, -0.9424, -0.3368], [1.6528, -2.3820, 0.5447], [3.9577, -3.3712, -0.6995], [3.6753, -3.0684, 1.0287], [5.7764, -2.5643, 1.6954], [7.5031, -0.5001, 1.4354], [6.4683, 1.0698, -0.5130], [4.1807, -0.1147, -1.3546], [-1.4556, 0.1251, -0.1207], [0.2936, 0.1878, -0.0779], [-2.2707, -3.1791, 1.5994], [-5.1309, -2.9424, 3.8402], [-3.7290, -3.8671, 4.3264], [-4.2477, -4.0079, 2.6589], [-4.0120, -0.9184, 4.7434], [-2.4487, 0.9049, 4.2682], [0.2220, 0.9300, 1.6886], [-1.3957, 2.6442, 1.1753], [-0.6865, 3.2173, 2.7193], [-2.2584, 2.4255, 2.6993], [0.2598, 0.2582, 4.3178], [-0.1306, 2.0138, 4.4401], [1.3441, 1.4152, 3.5540], [-3.8111, 3.4235, -2.3043], [-3.4851, 4.7389, -1.6820], [-2.5690, 4.7593, -0.8927], [-4.1577, 5.6969, -2.0153], [-3.1260, 2.6747, -1.9157], [-4.8398, 3.1881, -2.0450], [-3.6927, 3.5333, -3.3782]]
}